A cluster of 7 separate species, C22H51BrN6O11S2 in total, computed with ωB97M-V/def2-TZVPD.

Positions of all 93 atoms, in Å:
Br 0.4207 -2.7039 0.0983
S 0.6143 -4.9757 2.7967
S 3.6187 -3.7203 3.4602
O -2.5700 -0.0008 0.1479
O 0.9134 -1.5619 5.2659
O 1.1581 -4.6975 4.3521
O -0.6292 -3.9427 2.8793
O -0.0067 -6.2658 2.7723
O -4.4826 5.8735 -8.3198
O -2.1393 1.4559 -5.5803
O 2.8174 -4.6957 -1.7144
O 3.8851 -2.5045 4.1715
O 1.5270 1.6449 9.6581
O 4.7616 -4.5295 3.1234
N -2.1320 3.2610 -6.9078
N 1.4638 3.4466 8.3260
N -4.3574 6.1879 -10.5352
N -2.8928 1.6083 -1.3767
N -0.4271 -0.8193 6.9050
N 4.2499 -6.1561 -0.7865
C 2.1323 2.4654 8.9851
C 0.7409 -1.3395 6.4574
C 0.0461 -0.3877 1.8278
C 0.0101 2.2621 -6.2585
C -2.7927 2.2380 -2.6842
C 3.0241 -6.8117 -2.8029
C -1.4999 2.2840 -6.2149
C 1.8097 -1.6238 7.4844
C 3.3478 -5.7960 -1.7296
C -1.6659 -0.4019 -2.0395
C -4.7934 6.0982 -11.9176
C 3.6361 2.4353 8.8480
C -0.4401 -1.8302 1.6176
C -0.7873 -0.4923 8.2743
C 2.0085 4.4977 7.4848
C -0.1845 -2.5684 2.9190
C -2.4056 0.4022 -0.9977
C -1.5490 4.3208 -7.7103
C -4.9816 5.7181 -9.4234
C 2.5613 -4.7734 4.5146
C 4.9628 -7.4123 -0.6626
C -6.3001 5.0064 -9.6137
H 2.6794 -2.0279 6.9749
H 0.3629 1.4283 -5.6602
H 3.9237 2.2999 7.8048
H -4.0487 5.5599 -12.5058
H 4.0746 3.3580 9.2286
H -2.2717 3.1937 -2.5867
H 2.7653 -4.4090 5.5170
H 0.3622 2.1320 -7.2821
H 2.9511 -3.4052 2.3178
H -6.6688 4.6945 -8.6423
H 2.2925 -6.3808 -3.4783
H -0.7922 0.1451 -2.3947
H -1.0156 0.5710 8.3430
H -0.7384 -2.0317 3.6762
H 0.5678 -0.3094 2.7784
H 0.4658 3.4121 8.4585
H 0.7014 -0.0746 1.0240
H -1.3326 -1.3367 -1.5962
H 6.0384 -7.2323 -0.7069
H 4.7301 -7.8752 0.2982
H 0.0235 -0.7171 8.9557
H 2.0978 -0.7068 8.0003
H -3.4852 6.6530 -10.3401
H -3.7937 2.4246 -3.0749
H -6.1728 4.1234 -10.2407
H 3.9187 -7.0678 -3.3716
H -2.2574 1.6131 -3.3844
H 2.6033 -7.7156 -2.3611
H -1.5042 -1.8346 1.4225
H -1.9135 4.2385 -8.7352
H 0.8577 -2.4691 3.1803
H 4.6895 -8.0982 -1.4563
H -5.7413 5.5784 -11.9934
H -1.8589 5.2858 -7.3103
H 1.5920 4.4192 6.4797
H 3.0880 4.4258 7.4226
H -7.0332 5.6724 -10.0694
H -3.3758 2.0982 -0.6410
H 2.9155 -5.8015 4.4732
H -2.3223 -0.6225 -2.8818
H 4.0202 1.6020 9.4269
H 1.7433 5.4734 7.8950
H -1.6715 -1.0610 8.5680
H 1.4564 -2.3528 8.2145
H 4.4296 -5.4428 -0.0958
H 0.4191 3.1862 -5.8489
H -0.4659 4.2657 -7.7137
H -0.8326 0.2472 1.8132
H -1.1025 -0.6465 6.1779
H -3.1372 3.2228 -6.8386
H -4.9065 7.0997 -12.3350

Computed properties:
Calculated total energy, hartree: -5395.439792
E_HOMO, Ha: -0.333
Charge: 0
Orbital gap, eV: 9.57
F_max, eV/A: 1.44